# 1
30
Properties=species:S:1:pos:R:3:forces:R:3 method="wB97M-V/def2-TZVPD" charge=+1 homo_lumo_gap_ev=8.650
H -5.10809 0.86774 2.21269 -0.046 0.031 -0.006
O 2.01260 1.89695 0.99592 0.408 -0.350 0.045
Cl 2.62933 -1.95302 -2.95234 0.030 -0.084 -0.063
P 3.62870 0.44518 -0.09069 -0.168 0.306 0.449
H 1.18730 -3.14656 -4.37818 0.017 0.071 -0.035
H -0.05371 2.04217 -3.49522 0.083 0.028 -0.017
Cl -0.25467 -1.61973 -3.31064 -0.009 0.015 0.026
Cl -1.20047 3.83313 -2.50179 0.058 -0.049 0.021
C 1.96027 -0.18422 0.13691 -0.163 -0.348 -0.227
H 0.92018 -3.54302 -2.65738 0.023 0.006 0.023
H -0.48838 1.71523 -1.79140 0.057 0.002 0.049
Cl -2.19876 -1.38426 3.67336 0.022 0.001 0.023
Cl 1.53234 2.91569 -1.99870 0.225 0.059 -0.023
H -4.84372 -0.85815 2.56690 -0.033 -0.046 -0.006
Cl -6.58195 0.05810 3.84679 0.022 0.003 0.017
C -5.58463 -0.08734 2.39818 0.020 0.012 0.006
H 1.95040 -0.96557 0.89975 0.188 -0.135 0.070
H -0.74326 -0.21958 2.25309 0.007 -0.033 -0.037
C -0.61533 -0.85124 3.12349 -0.098 0.065 0.043
Cl -6.53081 -0.52620 0.97088 0.027 0.004 -0.025
Cl 0.42198 -2.22632 2.67552 0.055 0.068 -0.042
H 1.90610 2.58553 0.31336 -0.365 0.254 -0.065
H 1.64611 -0.61601 -0.81735 -0.134 0.019 -0.033
H 3.71318 1.60346 -0.84324 0.092 -0.042 -0.179
C -0.12159 2.45265 -2.49517 -0.358 -0.038 -0.040
C 1.10025 -2.75146 -3.37391 -0.094 -0.021 0.014
H 4.33998 0.57398 1.09269 0.068 0.048 0.027
O 1.12001 0.88281 0.50658 -0.082 0.295 -0.065
H -0.13111 -0.30874 3.92637 0.019 -0.058 0.038
F 4.38777 -0.63120 -0.88646 0.129 -0.083 0.012

---

# 2
97
Properties=species:S:1:pos:R:3:forces:R:3 method="wB97M-V/def2-TZVPD" relative_energy_kcal_mol=235.8 charge=+2 homo_lumo_gap_ev="4.417 / 2.999" spin_multiplicity=3
O 7.00208 -1.02751 3.71963 0.120 -0.366 0.041
O 1.11916 -1.02420 -3.97191 0.907 0.600 -1.596
C -5.18635 0.25797 6.31211 1.067 -0.112 -0.764
H -3.35683 0.30107 5.05123 0.299 -0.654 0.413
H -3.54960 7.79422 1.06564 -0.652 0.118 -0.478
H 1.97388 -3.03922 3.35157 0.678 -0.208 -0.012
H -2.88853 5.17501 1.50304 -0.224 -0.155 -0.095
O -4.96476 4.91025 1.56583 0.270 -0.313 0.121
C -7.09678 -2.78213 -0.25903 -1.854 -0.958 -1.248
H -5.56708 7.58658 3.02834 -0.628 -0.294 0.021
H -1.32807 -5.20013 3.84033 0.816 -0.957 0.410
C -3.96067 7.06167 1.76024 0.792 0.652 -0.234
H -6.41435 -0.08621 -1.38849 -0.031 0.051 0.182
H -6.35683 -1.01685 -2.81135 0.457 -0.158 -0.090
C -6.37455 -1.12169 -1.72655 0.117 2.501 -1.523
H 0.85558 -5.69983 2.55147 0.077 -0.021 0.302
H 9.83139 -1.79529 1.16279 -0.156 0.138 -0.012
H -4.46338 -1.09556 -0.66041 -0.125 -0.416 0.429
Ag 4.77963 3.33247 5.34176 -0.349 0.499 -0.022
H -5.78311 1.09202 6.68133 -0.061 -0.052 -0.116
Ag 4.13412 6.14814 0.48991 -0.341 0.285 0.965
C 7.74165 -1.90884 1.60044 -0.657 2.212 -1.360
H -1.06038 -3.64910 3.50605 0.316 0.813 0.441
C -3.79414 5.69091 1.18396 -0.688 -0.610 -0.640
O 0.05415 -4.29095 5.13992 -3.711 -1.003 0.396
O 1.94442 1.59310 2.82868 -0.032 -0.064 0.217
H 3.97693 -0.15325 -3.87634 0.422 0.348 -0.200
H -4.65929 -2.33229 -1.95627 0.438 -0.232 0.384
F 2.98903 6.43614 3.99012 0.741 -0.882 -0.848
H -0.88574 0.95596 -4.22952 0.213 0.117 0.561
H -2.73191 1.15381 7.96861 -0.431 0.079 0.018
O -5.75754 -2.76958 -0.26142 1.762 -0.194 1.187
H 4.47723 -0.07691 -6.98937 -0.398 -0.633 -0.283
C 9.31128 -3.28399 2.58912 1.589 0.050 -1.524
C 1.81680 -4.07629 3.64807 0.157 -0.679 1.453
O 0.63007 1.04829 1.27279 -0.656 -0.472 -0.313
C 9.05898 -2.54903 1.31568 -0.536 -0.040 -1.603
C -0.33308 -0.35648 -6.45192 -1.246 -0.384 0.132
C 3.57685 0.37029 -6.56815 -1.534 -0.904 -0.215
O -3.76080 -1.32951 8.96959 0.451 0.772 -1.036
O -7.07798 5.31153 2.34206 2.569 0.499 -1.024
H 9.08381 -3.18370 0.42987 -0.085 -0.093 0.117
H 0.54125 2.10680 -4.11276 -0.069 -0.199 0.188
H 0.10749 -1.02297 -7.19339 0.059 0.126 0.327
C 3.86856 -1.02185 -4.52585 -0.528 -0.092 2.015
C 0.69380 -4.67449 2.88402 -0.737 -0.263 -0.973
C 2.57811 -2.07049 -6.36467 -1.662 0.670 -0.784
C 2.84559 -0.69671 -5.63142 3.206 -0.974 0.244
O 1.83190 2.73527 1.03163 -0.015 0.241 -0.272
C -3.91704 -0.67567 7.96996 -0.458 -0.858 1.174
H 9.00373 -4.31681 2.42542 0.312 -0.113 0.963
H 1.11305 -0.52374 -3.15271 -0.189 0.452 0.508
H -1.12810 0.18777 -6.96166 0.664 0.962 -0.420
H -5.61314 -0.19548 5.41750 -0.295 0.213 0.147
H -8.32312 -1.18747 -0.81350 -0.129 0.036 -0.232
H 3.50474 -1.75991 -3.81100 -0.418 -0.284 -0.252
H 0.62884 -4.06270 1.98424 -0.813 -0.288 -0.176
C -5.14417 -1.80042 -1.13768 -1.894 -0.793 -0.908
C -5.46339 7.12684 2.04550 0.735 1.137 0.520
H 1.81849 -1.91863 -7.13148 0.127 0.116 -0.165
C 2.54455 0.89803 -7.57352 -0.030 0.330 1.286
H 6.80690 -2.25223 1.15727 0.208 -0.469 0.074
H -1.96730 -0.09689 7.08270 -0.198 -0.451 0.174
H -1.04757 -0.88222 -5.81852 0.820 -0.692 0.657
C -0.48362 -4.51093 3.84173 -1.412 0.755 -1.310
H 3.02537 1.70669 -8.12397 -0.383 -0.161 -0.428
H 10.37059 -3.03415 2.64857 0.172 -1.412 1.340
C -0.13853 1.54900 -4.75687 -0.154 -0.963 -0.122
C -7.61767 -1.83619 -1.33272 -0.088 -0.061 1.408
H -3.75720 1.77304 5.77583 0.300 0.191 0.414
C 1.28625 -4.01106 5.11041 4.871 1.415 -0.062
O -7.79095 -3.53610 0.36893 1.120 0.465 0.216
H -3.25404 7.25458 2.56745 -0.686 -0.410 0.819
O 8.61099 -2.59052 3.57437 -0.260 -0.113 1.934
C 1.38384 1.47309 -6.76033 -0.392 1.042 -0.294
H -6.00679 7.76173 1.34569 -0.040 -0.156 -0.066
O 1.95754 -3.65905 6.06033 -0.838 -0.439 -0.688
N 1.47698 1.80377 1.73707 0.757 0.333 0.385
H 0.64819 1.81189 -7.48981 -0.479 -0.453 0.058
C 0.64230 0.58186 -5.70125 -0.336 2.022 -1.373
H 4.03962 1.19693 -6.02907 -0.625 0.148 0.552
C 7.67893 -1.78264 3.07126 -0.295 0.146 0.403
H 7.83209 -0.86220 1.30981 -0.437 0.157 -0.375
N 1.63423 -0.18731 -4.96512 -0.590 -1.526 -0.347
H -3.86817 5.77492 0.09973 0.402 -0.337 -0.131
H 4.85664 -1.42323 -4.75099 -0.190 0.433 -0.967
C -3.69073 0.70950 6.00507 -1.751 0.612 0.207
C -2.94912 0.32838 7.29068 -0.336 -0.431 -0.631
H 2.64745 -4.77957 3.58874 0.579 0.887 0.213
H 1.61195 2.45184 -6.33830 0.585 -0.172 0.627
H 2.10700 -2.82710 -5.73720 0.485 0.125 0.432
H -8.15668 -2.34415 -2.13243 0.214 -0.229 0.200
O -5.13154 -0.75164 7.31682 1.393 0.693 0.005
H 2.03350 0.17779 -8.21243 0.957 -0.329 -0.350
H -0.73955 2.28783 -5.28697 0.338 -0.145 -0.509
C -5.96854 5.70421 1.99794 -1.836 -0.121 1.195
H 3.42121 -2.47812 -6.92245 0.394 0.351 0.597